No. 1
Density functional theory data (ωB97M-V/def2-TZVPD) for a molecular structure, C32H20BrF4FeN2O3P at a distorted geometry.

```
64
Properties=species:S:1:pos:R:3:forces:R:3
Br 0.924199 -2.877784 0.777425 0.019 -0.233 -0.055
Fe 0.094599 -0.184764 -0.426507 -1.321 0.905 -0.703
P 2.512726 -0.122772 -0.134058 1.269 -0.072 0.014
F 6.824281 -3.027850 -0.149729 0.168 0.016 -0.043
F 5.428518 -5.317424 0.152938 0.075 -0.172 0.032
F 2.767576 -5.238238 0.576910 0.007 -0.088 0.011
F 5.566553 -0.665526 -0.130873 0.152 0.007 -0.031
O 0.780042 1.765681 -1.004626 0.014 -0.452 0.046
O -1.366825 -1.182291 -1.241893 1.056 0.096 0.340
O -1.056716 5.080483 0.796440 -0.072 0.043 0.000
N -1.443306 1.264524 0.089570 0.263 -0.953 -0.105
N -1.073466 2.579809 0.058559 -0.082 0.608 0.012
C 4.796625 -4.157098 0.163943 -0.018 0.228 -0.009
C 3.408228 3.074596 2.243156 0.011 0.035 0.029
C 2.366788 5.559379 -1.481077 0.077 -0.002 -0.039
C 0.666015 6.451062 -0.024824 0.014 0.076 0.015
C 0.092280 2.738684 -0.521850 -0.144 -0.219 0.196
C 3.650039 1.101988 3.592270 0.014 0.065 0.107
C 3.305705 0.519629 -1.650118 -0.252 -0.090 -0.037
C -4.372601 -2.881381 -0.160043 -0.001 0.053 0.064
C 4.284608 1.448911 -4.081304 0.006 -0.009 -0.010
C 3.075331 2.289891 1.150609 -0.037 -0.057 -0.070
C 3.180646 0.607538 -4.057707 0.081 0.029 -0.119
C -2.691525 0.994250 0.134944 -0.099 0.245 0.122
C -5.058272 -1.866379 0.509453 -0.082 -0.061 0.000
C 2.776031 -2.886449 0.363780 -0.122 0.254 0.124
C 0.638916 4.106351 -0.610601 0.057 0.080 -0.081
C 0.059465 5.197130 0.064193 0.014 -0.165 -0.081
C 3.065151 0.900577 1.266004 -0.255 0.079 -0.014
C -2.521764 -1.375124 -0.649286 -0.573 -0.002 0.301
C 1.783307 4.312100 -1.383910 -0.029 0.104 -0.012
C 3.701818 2.482914 3.463073 0.002 -0.014 -0.043
C 3.429106 -4.104697 0.368899 -0.129 0.048 0.009
C 4.839913 -1.772057 -0.005540 -0.234 0.097 0.116
C 4.411282 1.360804 -1.679828 -0.042 0.020 0.030
C 3.330380 0.311346 2.501189 0.053 -0.067 -0.074
C 5.509033 -2.981318 -0.003141 -0.125 -0.119 0.036
C 4.895736 1.823007 -2.895053 0.041 0.039 0.078
C -3.220951 -0.349389 0.051475 0.190 -0.392 -0.233
C 3.461745 -1.688012 0.146348 -0.325 -0.119 -0.163
C 1.802999 6.627995 -0.788621 -0.043 -0.018 0.029
C 2.692720 0.148226 -2.848050 -0.003 0.043 0.149
C -4.486779 -0.616717 0.587130 0.039 0.089 0.002
C -3.147808 -2.636911 -0.737738 0.262 0.098 -0.113
H 4.667365 1.817539 -5.024267 -0.023 -0.003 -0.002
H 1.808307 -0.478697 -2.827056 -0.020 -0.018 -0.042
H 4.894524 1.661238 -0.761145 0.001 0.020 0.017
H -5.014505 0.190154 1.084222 0.001 -0.007 0.004
H 3.290595 -0.765963 2.617069 0.018 0.008 -0.013
H 3.965136 3.098294 4.313303 -0.021 -0.011 0.013
H -6.028882 -2.055491 0.947469 0.011 0.008 0.007
H 3.428912 4.152038 2.141005 -0.026 -0.001 -0.025
H -4.803499 -3.872848 -0.227076 -0.027 0.018 -0.034
H -2.619157 -3.407019 -1.286584 -0.023 -0.020 0.030
H -3.404229 1.818080 0.201798 0.071 0.042 0.087
H -1.392265 4.153203 0.680099 0.093 0.056 0.059
H 0.216349 7.278045 0.509076 -0.021 -0.020 0.001
H 2.803733 2.756356 0.212410 0.112 -0.033 0.077
H 3.248970 5.705355 -2.090701 -0.007 -0.009 0.006
H 2.251809 7.611187 -0.855331 -0.005 0.005 0.014
H 2.201557 3.462380 -1.909727 -0.014 -0.009 -0.015
H 2.697435 0.329098 -4.984962 -0.032 -0.036 0.036
H 3.853799 0.643992 4.551522 0.016 -0.035 -0.027
H 5.753595 2.483168 -2.907452 -0.004 -0.010 -0.015
```
Forces are in eV/Å.

* E: -167220.126 eV
* ⟨S²⟩: 6.01
* E_LUMO (spin up / spin down): -0.297 / -0.438 eV
* 2S+1: 5
* energy above the lowest of the compared OMol25 structures with the same formula, charge and spin: 11.6 kcal per mole
* net charge: 0
* max |F|: 1.75 eV/A
* E_HOMO (spin up / spin down): -7.668 / -7.786 eV

Atomic charges from the natural (NBO) analysis, expressed in e, are listed below: number 1, Br, carries 0.143; number 2, Fe, carries 1.418; number 3, P, carries 0.823; number 4, F, carries -0.275; number 5, F, carries -0.271; number 6, F, carries -0.282; number 7, F, carries -0.297; number 8, O, carries -0.847; number 9, O, carries -0.860; number 10, O, carries -0.684; number 11, N, carries -0.393; number 12, N, carries -0.480; number 13, C, carries 0.306; number 14, C, carries -0.207; number 15, C, carries -0.290; number 16, C, carries -0.282; number 17, C, carries 0.592; number 18, C, carries -0.208; number 19, C, carries -0.362; number 20, C, carries -0.188; number 21, C, carries -0.191; number 22, C, carries -0.136; number 23, C, carries -0.227; number 24, C, carries 0.137; number 25, C, carries -0.273; number 26, C, carries -0.118; number 27, C, carries -0.239; number 28, C, carries 0.368; number 29, C, carries -0.378; number 30, C, carries 0.359; number 31, C, carries -0.110; number 32, C, carries -0.193; number 33, C, carries 0.296; number 34, C, carries 0.412; number 35, C, carries -0.195; number 36, C, carries -0.197; number 37, C, carries 0.266; number 38, C, carries -0.202; number 39, C, carries -0.223; number 40, C, carries -0.433; number 41, C, carries -0.174; number 42, C, carries -0.117; number 43, C, carries -0.145; number 44, C, carries -0.249; number 45, H, carries 0.219; number 46, H, carries 0.205; number 47, H, carries 0.230; number 48, H, carries 0.208; number 49, H, carries 0.214; number 50, H, carries 0.219; number 51, H, carries 0.214; number 52, H, carries 0.225; number 53, H, carries 0.211; number 54, H, carries 0.211; number 55, H, carries 0.187; number 56, H, carries 0.510; number 57, H, carries 0.224; number 58, H, carries 0.230; number 59, H, carries 0.211; number 60, H, carries 0.211; number 61, H, carries 0.219; number 62, H, carries 0.222; number 63, H, carries 0.219; number 64, H, carries 0.219

***

No. 2
Density functional theory data (ωB97M-V/def2-TZVPD) for a molecular structure, C32H21F15GeMgN4S at a distorted geometry.

```
75
Properties=species:S:1:pos:R:3:forces:R:3
Ge 0.782141 -0.346879 2.285057 1.567 0.068 0.733
S -1.093271 -0.200381 1.347275 -0.517 0.262 -0.679
Mg -0.935300 0.917227 -0.905216 0.083 -0.312 1.118
F 3.824401 -0.532120 1.120946 0.304 -0.400 -0.125
F -0.767554 2.067490 6.659610 0.039 -0.178 -0.051
F 3.078733 0.583004 4.164344 0.372 0.240 0.061
F -0.034190 1.868341 4.021422 -0.224 0.100 0.434
F 1.175495 1.836245 0.070020 0.298 0.272 -0.149
F 0.210212 -2.522253 7.212263 0.052 0.138 -0.093
F 5.260141 -2.717699 0.408108 -0.095 -0.048 0.022
F 1.051841 -2.639425 4.614102 -0.105 -0.143 0.336
F -0.663573 -0.160515 8.241561 0.078 -0.018 -0.214
F 4.158587 -5.201791 0.602119 -0.116 0.179 0.117
F 4.828436 2.675227 4.013256 -0.082 0.030 -0.116
F 1.604344 -5.488670 1.535228 0.062 0.066 -0.046
F 0.167735 -3.238284 2.200515 0.091 -0.452 -0.043
F 2.860520 3.949665 -0.105884 0.139 -0.026 0.195
F 4.720208 4.377265 1.878185 -0.113 -0.147 0.029
N -0.877130 2.952143 -1.412909 -0.017 -0.360 0.644
N -2.993337 0.818864 -1.155260 0.385 0.248 0.103
N -3.430982 -0.283192 -1.770941 -0.523 -0.554 0.011
N -0.530498 2.926730 -2.691914 0.095 0.316 -0.781
C 0.966817 -0.877201 -5.723985 -0.045 -0.021 0.095
C -0.128258 -0.849740 -3.531451 0.115 -0.447 -0.762
C 4.016774 -2.861984 0.876601 -0.034 0.046 0.048
C 2.064537 1.210882 2.151645 -0.462 -0.210 -0.130
C 0.196997 -1.704245 -4.683883 0.022 -0.140 -0.097
C -1.098806 -2.239040 -5.313803 0.092 0.075 0.046
C 3.867546 3.356044 1.965686 -0.189 -0.194 -0.036
C 0.020775 0.785301 4.824093 0.029 -0.053 -0.105
C 3.458995 -4.131578 0.982140 -0.164 0.211 -0.019
C 3.271918 -1.750784 1.255557 -0.039 -0.086 0.055
C 0.161288 -1.437262 6.432241 0.001 0.071 -0.042
C -4.612847 -0.691866 -1.271667 0.021 0.224 0.033
C 2.058654 2.068760 1.075283 0.061 -0.130 0.362
C 0.474071 -0.395734 4.265898 -0.186 -0.084 -0.307
C -0.118307 4.128930 -3.117052 0.008 0.145 0.135
C -0.351878 0.900818 6.153953 0.036 -0.077 -0.041
C -4.956155 0.220778 -0.292925 0.172 -0.066 -0.093
C 3.915576 2.489626 3.056965 -0.073 -0.055 -0.020
C 0.553962 -1.494836 5.097802 0.025 0.253 0.039
C -0.290347 -0.231741 6.962268 0.039 -0.022 -0.242
C -0.392278 -0.119091 -2.603465 -0.040 0.452 0.458
C 1.063065 -2.891430 -4.237217 -0.034 0.097 0.028
C -3.719977 2.335479 0.613705 0.035 0.097 -0.075
C -0.199824 4.982690 -2.038819 -0.053 -0.104 -0.052
C 2.154392 -4.275715 1.448528 -0.053 0.143 0.020
C -3.901465 1.143029 -0.249328 -0.406 -0.214 -0.160
C 2.929009 3.142710 0.960600 -0.141 -0.089 -0.092
C 1.442129 -3.138106 1.802345 0.122 0.060 -0.070
C 3.014064 1.435758 3.130415 -0.098 0.149 -0.249
C -0.681452 4.188141 -0.992778 0.074 0.391 -0.094
C -5.313944 -1.902430 -1.763180 0.108 -0.061 -0.061
C 1.987770 -1.868886 1.748853 -0.566 0.318 -0.009
H -0.886910 4.473007 0.023325 -0.016 -0.088 0.123
H 1.994277 -2.547858 -3.792030 0.068 0.047 0.036
H -4.792909 -2.799485 -1.427894 -0.077 -0.078 -0.011
H -4.454438 2.338362 1.414389 0.045 0.035 0.077
H -5.823828 0.198898 0.334711 -0.213 0.008 0.053
H 1.302276 -3.517786 -5.096393 0.010 -0.042 -0.060
H 0.352047 -0.059377 -6.096881 -0.038 0.050 -0.032
H -1.729975 -1.419999 -5.655995 -0.039 0.049 -0.013
H 1.870008 -0.454561 -5.288406 0.059 0.017 0.043
H -2.716326 2.322029 1.039226 -0.036 0.089 0.166
H -0.861118 -2.872043 -6.167577 0.013 -0.049 -0.088
H 0.200400 4.311023 -4.122605 0.051 -0.087 -0.223
H -3.838922 3.242435 0.019683 -0.002 0.065 0.070
H 1.253508 -1.509097 -6.563055 0.004 -0.053 -0.100
H -1.660918 -2.834990 -4.596501 -0.033 -0.034 0.067
H -2.808688 -0.763740 -2.411574 0.013 0.139 -0.002
H -0.578157 2.030628 -3.170070 0.160 -0.019 -0.204
H -5.340424 -1.905774 -2.851271 -0.059 -0.080 -0.068
H 0.062644 6.020612 -2.017715 0.006 0.162 0.027
H -6.333458 -1.920886 -1.388921 -0.014 -0.054 0.012
H 0.541150 -3.499668 -3.501359 -0.055 -0.032 0.060
```
Forces are in eV/Å.

* E: -153042.707 eV
* E_LUMO: 0.234 eV
* energy above the lowest of the compared OMol25 structures with the same formula, charge and spin: 13.2 kcal per mole
* net charge: 0
* max |F|: 1.73 eV/A
* E_HOMO: -8.756 eV

Atomic charges from the Löwdin analysis, expressed in e, are listed below: number 1, Ge, carries 0.653; number 2, S, carries 0.291; number 3, Mg, carries 0.356; number 4, F, carries 0.095; number 5, F, carries 0.118; number 6, F, carries 0.103; number 7, F, carries 0.072; number 8, F, carries 0.015; number 9, F, carries 0.120; number 10, F, carries 0.119; number 11, F, carries 0.101; number 12, F, carries 0.128; number 13, F, carries 0.130; number 14, F, carries 0.126; number 15, F, carries 0.123; number 16, F, carries 0.073; number 17, F, carries 0.115; number 18, F, carries 0.130; number 19, N, carries -0.052; number 20, N, carries -0.034; number 21, N, carries 0.060; number 22, N, carries 0.009; number 23, C, carries -0.058; number 24, C, carries -0.160; number 25, C, carries -0.135; number 26, C, carries -0.132; number 27, C, carries -0.635; number 28, C, carries -0.060; number 29, C, carries -0.121; number 30, C, carries -0.232; number 31, C, carries -0.124; number 32, C, carries -0.201; number 33, C, carries -0.130; number 34, C, carries -0.282; number 35, C, carries -0.203; number 36, C, carries -0.137; number 37, C, carries -0.067; number 38, C, carries -0.131; number 39, C, carries 0.034; number 40, C, carries -0.126; number 41, C, carries -0.206; number 42, C, carries -0.125; number 43, C, carries -0.076; number 44, C, carries -0.054; number 45, C, carries -0.026; number 46, C, carries -0.046; number 47, C, carries -0.132; number 48, C, carries -0.359; number 49, C, carries -0.127; number 50, C, carries -0.244; number 51, C, carries -0.224; number 52, C, carries -0.124; number 53, C, carries -0.014; number 54, C, carries -0.105; number 55, H, carries 0.121; number 56, H, carries 0.085; number 57, H, carries 0.088; number 58, H, carries 0.086; number 59, H, carries 0.113; number 60, H, carries 0.082; number 61, H, carries 0.081; number 62, H, carries 0.081; number 63, H, carries 0.085; number 64, H, carries 0.049; number 65, H, carries 0.082; number 66, H, carries 0.120; number 67, H, carries 0.086; number 68, H, carries 0.082; number 69, H, carries 0.080; number 70, H, carries 0.138; number 71, H, carries 0.103; number 72, H, carries 0.083; number 73, H, carries 0.098; number 74, H, carries 0.083; number 75, H, carries 0.084